{
  "formula": "C44H36F6FeN3O3",
  "method": "ωB97M-V/def2-TZVPD",
  "species": ["C", "H", "C", "H", "H", "Fe", "H", "H", "C", "C", "C", "H", "F", "C", "H", "C", "H", "C", "H", "H", "C", "C", "C", "H", "H", "H", "O", "C", "C", "C", "C", "F", "C", "H", "H", "F", "C", "O", "F", "C", "H", "C", "C", "C", "C", "C", "N", "C", "C", "H", "H", "H", "N", "C", "C", "H", "C", "C", "H", "H", "C", "C", "F", "O", "C", "C", "H", "H", "H", "N", "H", "H", "C", "H", "C", "H", "F", "C", "H", "C", "H", "C", "H", "C", "H", "C", "H", "H", "C", "C", "C", "H", "C"],
  "positions_angstrom": [[-1.175504, -3.020453, 4.510052], [-1.320844, 3.801307, 2.842785], [-2.379300, 2.120758, -4.185408], [4.770480, -3.431249, -3.536919], [-0.159512, 3.339728, -0.223610], [-0.395394, 0.152698, -1.065045], [-4.146729, -3.130250, 0.670664], [0.723575, -3.040413, -1.994615], [3.249521, 3.729598, 0.393720], [2.667277, -3.447718, -3.001324], [1.803592, 2.284209, 3.095283], [-4.844140, -5.371694, 0.325059], [-1.184955, 1.812043, -4.842298], [-1.206092, -4.329309, -0.299953], [-3.116444, -7.095801, -0.486350], [-1.097980, 2.230187, 1.342744], [-0.139286, 3.452405, -3.431853], [-2.911549, -6.062220, -0.304559], [2.170146, 2.303027, 5.245784], [3.676754, 0.259704, 5.119762], [-2.085938, -3.341924, 0.278262], [1.575525, -2.697774, -2.570263], [-1.930100, 2.583799, -2.788179], [1.919603, -3.738093, 3.205751], [0.284227, 3.709428, 1.503776], [4.721293, -0.986878, -4.138253], [1.099679, 0.883223, -0.180129], [0.923165, -3.255014, 3.324160], [1.506738, -1.306754, -2.909882], [3.850994, -2.836911, -3.408750], [2.622009, 2.763070, -1.717310], [-2.841487, 3.632943, -0.780535], [-1.578401, -5.638593, -0.603551], [-1.736869, -3.276511, 5.390234], [2.606099, -0.278907, 0.919302], [-4.160987, 3.563070, -2.500981], [0.111338, 2.938957, 0.745158], [-0.623597, -1.536333, -0.086605], [-3.630925, 1.765481, -1.521031], [-1.093341, 3.829938, -2.976689], [-3.173300, -0.862167, -0.024279], [2.538159, 0.254990, 1.887610], [0.189449, -3.328240, 4.513284], [4.148712, 4.564574, -0.234115], [-1.729314, -2.456247, 3.414514], [2.468486, 2.828793, -0.286566], [-2.537325, -1.510400, -3.025053], [-2.883146, 0.801257, 2.821595], [-2.634789, 2.119797, 3.237439], [-3.600298, -1.397247, 1.534737], [3.471834, 3.672636, -3.480943], [-3.062401, 2.659719, 4.070158], [0.571805, -0.532556, -2.496983], [3.057987, -0.190315, 3.107680], [-3.363709, -3.801181, 0.440751], [-1.539704, 4.671983, -3.546496], [2.661931, -0.710226, -3.567663], [4.209587, 4.549657, -1.613830], [2.003326, 2.080959, -2.252909], [-0.885481, -6.303409, -1.047188], [-1.617135, -1.973245, 0.854521], [1.372667, 2.037792, 0.561658], [-3.038534, 0.979789, -4.212039], [-1.137204, 1.683437, -2.030390], [0.387437, -2.653850, 2.232713], [-0.988646, -2.337896, 2.220377], [-2.754374, -2.106710, 3.499643], [1.328699, 3.288288, 3.070518], [3.391793, -1.217652, 3.183568], [-1.509710, 1.034721, 0.861793], [0.680701, -3.795982, 5.365318], [-3.704127, 0.201328, 3.287249], [-2.332377, 0.348284, 1.594099], [3.200130, 3.706444, 1.510842], [3.428361, 3.654668, -2.358513], [-3.085683, -1.476275, -3.883484], [-3.048498, 2.983334, -4.959587], [3.825906, -1.472951, -3.750072], [0.919395, -2.397381, 1.346563], [-3.108499, 2.883220, -1.927123], [2.649409, -4.571131, -2.980816], [-3.780417, -5.142964, 0.191453], [-0.926302, 4.236386, -1.991894], [-1.670005, 2.817789, 2.514270], [-0.090142, -4.068298, -0.341251], [3.125149, 0.650711, 4.209516], [4.715159, 5.230179, 0.405957], [4.846571, 5.216668, -2.188129], [2.412639, 1.832715, 4.266833], [-1.835414, -0.904785, -2.313061], [-2.732841, -0.988246, 0.987402], [2.680728, 0.325453, -3.907290], [1.960712, 1.551007, 1.869211]],
  "forces_ev_per_angstrom": [[2.013, -0.360, 1.441], [-0.173, -0.330, -0.192], [2.823, -1.380, -0.613], [-0.535, 0.257, -0.148], [0.107, 0.188, -0.172], [-0.070, -0.662, -0.954], [-0.674, 0.653, 0.665], [0.043, -0.439, -0.322], [0.052, -0.457, 1.650], [-0.365, -0.932, 0.936], [0.591, -0.056, -1.214], [0.416, -0.054, 0.107], [-1.121, 0.689, 0.067], [2.018, 0.866, 0.930], [-0.609, -0.430, -0.059], [0.373, 0.118, 1.089], [-0.826, 0.736, 0.475], [2.122, 0.249, -0.595], [0.672, -0.069, -0.843], [-0.929, 0.523, -0.978], [0.395, -1.612, 0.103], [0.326, -0.160, -1.107], [1.972, -0.292, 1.666], [-0.554, 0.767, 0.555], [0.346, 0.417, -0.746], [-0.070, -0.088, 0.025], [0.792, 1.854, 1.142], [1.134, -0.445, 1.097], [1.620, 0.639, 0.395], [0.678, -0.127, -0.967], [-1.331, -0.217, 2.159], [0.205, -0.645, -1.250], [-1.793, 1.620, 1.021], [-0.333, 0.369, 0.328], [-0.337, 0.167, 0.937], [0.522, 0.208, -0.381], [-0.468, -0.480, 0.547], [-1.124, -1.191, 2.490], [-0.937, -1.450, 0.795], [0.844, 0.618, -0.836], [0.545, 0.384, 0.349], [-0.042, 1.182, 0.266], [0.202, -1.307, -0.502], [0.039, 0.334, -0.223], [-0.617, 0.402, -1.849], [-0.709, 0.164, -0.292], [-1.095, -0.458, -1.713], [-1.320, 0.331, -0.145], [0.973, -0.492, -0.995], [0.462, 0.095, 0.284], [0.025, -0.085, 1.242], [-0.372, -0.545, 0.272], [-0.846, 0.535, -0.398], [0.196, 0.179, -0.982], [-0.831, -1.313, -0.626], [0.094, -0.653, -0.126], [1.257, -1.320, -0.497], [0.237, 0.251, -0.692], [-0.395, -0.628, -0.270], [0.665, -0.576, -0.240], [2.723, -0.641, -2.048], [0.412, -1.614, -2.430], [-1.116, -0.516, 0.209], [-2.067, 2.675, -2.242], [-2.183, 0.460, -0.665], [0.385, 0.482, 0.285], [-0.053, -0.277, -0.422], [0.160, -0.989, 0.150], [0.405, 0.086, 0.017], [1.303, 2.115, 0.116], [-0.336, 0.048, 0.034], [1.036, 0.446, -0.294], [-1.635, -1.326, 0.772], [0.029, 0.285, -1.053], [0.729, 0.464, -0.841], [0.632, -0.256, 0.809], [0.010, 0.368, 0.191], [-0.944, 0.406, 0.536], [0.389, -0.231, -0.699], [-1.398, 1.239, 1.481], [0.013, 1.045, 0.489], [-0.626, 1.227, -0.002], [0.434, -0.036, 0.262], [0.376, -0.755, -1.060], [-1.869, -0.195, -0.313], [0.366, -1.420, 1.803], [0.276, 0.155, -0.348], [0.113, 0.110, 0.312], [-0.696, 0.362, 0.166], [-0.565, 0.274, 0.724], [-1.977, 0.437, -0.018], [-0.361, -0.164, 0.332], [-0.248, 0.194, 1.640]],
  "lowdin_spin": [0.00, 0.00, 0.00, 0.00, 0.00, 3.95, 0.00, 0.00, 0.00, 0.00, 0.00, 0.00, 0.00, 0.00, 0.00, 0.00, 0.00, 0.00, 0.00, 0.00, 0.00, 0.04, 0.02, 0.00, 0.00, 0.00, 0.09, 0.00, 0.10, 0.03, 0.00, 0.00, 0.00, 0.00, 0.00, 0.00, 0.00, 0.08, 0.00, 0.00, 0.00, 0.00, 0.00, 0.00, 0.00, 0.00, -0.01, 0.00, 0.00, 0.00, 0.00, 0.00, 0.48, 0.00, 0.00, 0.00, 0.05, 0.00, 0.00, 0.00, 0.01, 0.01, 0.00, 0.06, 0.00, 0.00, 0.00, 0.00, 0.00, 0.03, 0.00, 0.00, 0.00, 0.00, 0.00, 0.00, 0.00, 0.00, 0.00, 0.00, 0.00, 0.00, 0.00, 0.00, 0.00, 0.00, 0.00, 0.00, 0.00, 0.04, 0.00, 0.00, 0.00],
  "s2": 8.784,
  "e_lumo_ev": [4.43, 4.43],
  "multiplicity": 6,
  "energy_ha": -3951.08899,
  "homo_lumo_gap_ev": [4.52, 4.44],
  "total_charge": -2,
  "e_above_lowest_kcal_mol": 18.58
}